This record from the OMol25 dataset describes C29H29N2O5SSbTi as an isolated structure in a non-equilibrium geometry. The level of theory is ωB97M-V/def2-TZVPD.

Geometry (Å):
Ti1 10.690 13.930 13.181
C1 9.232 11.870 14.711
C2 10.535 11.273 14.299
N1 11.609 12.261 14.007
C3 12.445 12.882 15.148
C4 11.731 14.028 15.892
S1 10.658 15.309 15.127
C5 8.951 14.955 15.808
C6 8.099 14.098 14.944
N2 8.895 13.155 14.039
H1 8.425 11.157 14.426
H2 9.213 12.081 15.756
H3 10.921 10.642 15.163
H4 10.451 10.596 13.344
H5 12.352 11.930 13.360
H6 12.764 12.043 15.777
H7 13.308 13.207 14.551
H8 11.091 13.657 16.758
H9 12.434 14.727 16.393
H10 9.080 14.556 16.844
H11 8.467 15.920 15.859
H12 7.385 13.471 15.516
H13 7.487 14.714 14.252
H14 8.329 12.980 13.200
O1 12.386 15.114 7.755
C7 12.247 14.562 8.841
C8 11.061 13.696 9.133
O2 10.205 13.163 8.345
C9 11.091 13.628 10.559
C10 12.241 14.193 11.082
O3 12.416 14.242 12.408
C11 13.127 14.594 10.082
O4 14.297 14.976 10.189
O5 10.122 13.129 11.297
C12 6.523 5.086 5.433
C13 6.152 6.411 5.781
C14 6.872 7.081 6.753
C15 8.011 6.495 7.309
C16 8.476 5.259 6.863
C17 7.714 4.566 5.905
Sb1 8.781 7.342 9.215
C18 7.628 6.094 10.556
C19 6.278 5.799 10.306
C20 5.603 4.911 11.164
C21 6.304 4.113 12.025
C22 7.616 4.457 12.375
C23 8.247 5.400 11.618
C24 7.544 9.161 9.628
C25 8.200 10.335 9.323
C26 7.571 11.559 9.486
C27 6.327 11.591 10.139
C28 5.717 10.418 10.582
C29 6.310 9.203 10.279
H15 5.785 4.512 4.853
H16 5.284 6.818 5.334
H17 6.595 8.085 7.037
H18 9.481 4.936 7.105
H19 8.076 3.606 5.509
H20 5.787 6.318 9.496
H21 4.508 4.841 11.084
H22 5.801 3.255 12.475
H23 8.087 3.948 13.207
H24 9.193 5.736 12.028
H25 9.178 10.338 8.808
H26 8.052 12.484 9.175
H27 5.794 12.556 10.199
H28 4.815 10.441 11.169
H29 5.776 8.267 10.519

Computed properties:
spin multiplicity: 3
⟨S²⟩: 2.01
Kohn-Sham gap (alpha / beta): 0.224 / 0.274 Eh
energy above the lowest of the compared OMol25 structures with the same formula, charge and spin: 36.7 kcal/mol
net charge: 0
E_tot: -3095.95637 Ha
LUMO level (alpha / beta): -0.33 / -0.35 eV

=====

This record from the OMol25 dataset describes C29H29N2P2SSn as an isolated structure in a non-equilibrium geometry. The level of theory is ωB97M-V/def2-TZVPD.

Geometry (Å):
Sn1 0.819 -1.648 -3.168
C1 0.497 4.025 2.544
S1 0.717 2.435 3.401
C2 -0.872 1.607 3.010
C3 -0.704 0.488 1.991
C4 -0.084 1.010 0.699
N1 0.171 -0.079 -0.246
P1 -0.866 -0.261 -1.584
C5 -2.508 -0.299 -0.791
C6 -3.012 -1.540 -0.412
C7 -4.190 -1.610 0.310
C8 -4.868 -0.447 0.642
C9 -4.388 0.787 0.231
C10 -3.212 0.867 -0.493
C11 -0.857 1.312 -2.498
C12 0.226 2.185 -2.446
C13 0.229 3.329 -3.224
C14 -0.832 3.591 -4.075
C15 -1.900 2.708 -4.153
C16 -1.910 1.563 -3.378
P2 1.821 -0.495 -0.626
C17 2.633 -0.276 0.994
C18 2.428 -1.159 2.051
C19 3.033 -0.914 3.270
C20 3.850 0.195 3.429
C21 4.078 1.058 2.370
C22 3.477 0.820 1.148
C23 1.649 -2.323 -0.639
C24 0.571 -3.031 -0.111
C25 0.559 -4.413 -0.168
C26 1.618 -5.098 -0.746
C27 2.695 -4.407 -1.275
C28 2.711 -3.023 -1.230
H1 1.343 4.642 2.825
H2 -0.425 4.487 2.883
H3 0.485 3.884 1.467
H4 -1.556 2.371 2.645
H5 -1.255 1.213 3.951
H6 -1.678 0.041 1.784
H7 -0.056 -0.288 2.400
H8 0.867 1.489 0.951
H9 -0.740 1.760 0.245
H10 -2.477 -2.437 -0.696
H11 -4.583 -2.568 0.616
H12 -5.777 -0.502 1.220
H13 -4.932 1.688 0.479
H14 -2.851 1.831 -0.827
H15 1.056 1.981 -1.777
H16 1.062 4.015 -3.171
H17 -0.833 4.487 -4.676
H18 -2.722 2.909 -4.821
H19 -2.739 0.868 -3.436
H20 1.804 -2.033 1.920
H21 2.868 -1.586 4.100
H22 4.309 0.386 4.387
H23 4.721 1.915 2.503
H24 3.656 1.482 0.310
H25 -0.223 -2.487 0.383
H26 -0.268 -4.964 0.254
H27 1.607 -6.176 -0.771
H28 3.525 -4.944 -1.712
H29 3.586 -2.471 -1.566
N2 -0.936 -4.483 -3.440
C29 -0.419 -3.470 -3.259

Computed properties:
Kohn-Sham gap: 0.249 Eh
energy above the lowest of the compared OMol25 structures with the same formula, charge and spin: 0.0 kcal/mol
net charge: +1
E_tot: -2526.96958 Ha
LUMO level: -4.03 eV

=====

This record from the OMol25 dataset describes C29H29N3O3 in the gas phase. The level of theory is ωB97M-V/def2-TZVPD.

Geometry (Å):
C1 4.555 -0.458 2.431
C2 3.678 0.654 1.859
C3 4.542 1.821 1.376
C4 2.672 1.138 2.908
N1 2.954 0.081 0.725
C5 2.082 0.737 -0.045
O1 1.800 1.917 0.031
C6 1.389 -0.162 -1.103
C7 2.341 -0.863 -2.037
C8 3.645 -0.423 -2.230
C9 4.455 -1.094 -3.131
C10 3.928 -2.177 -3.815
N2 2.682 -2.591 -3.657
C11 1.916 -1.952 -2.796
N3 0.477 -1.101 -0.446
C12 0.956 -2.243 0.115
O2 2.152 -2.488 0.209
C13 -0.056 -3.225 0.545
C14 -1.303 -3.551 0.069
C15 -1.719 -4.680 0.802
C16 -0.701 -4.961 1.665
O3 0.303 -4.098 1.510
C17 -0.842 -0.641 -0.217
C18 -1.661 -0.286 -1.282
C19 -2.937 0.185 -1.044
C20 -3.420 0.312 0.254
C21 -4.802 0.856 0.486
C22 -4.933 2.252 -0.071
C23 -5.978 2.592 -0.917
C24 -6.088 3.878 -1.419
C25 -5.149 4.837 -1.082
C26 -4.100 4.504 -0.241
C27 -3.993 3.221 0.262
C28 -2.592 -0.039 1.311
C29 -1.312 -0.508 1.083
H1 5.112 -0.092 3.289
H2 5.261 -0.808 1.681
H3 3.943 -1.300 2.747
H4 3.914 2.582 0.922
H5 5.079 2.261 2.212
H6 5.266 1.476 0.640
H7 2.027 1.897 2.475
H8 3.193 1.563 3.762
H9 2.058 0.308 3.251
H10 3.035 -0.924 0.582
H11 0.762 0.519 -1.692
H12 4.018 0.433 -1.688
H13 5.474 -0.779 -3.298
H14 4.519 -2.737 -4.527
H15 0.905 -2.331 -2.705
H16 -1.847 -3.056 -0.708
H17 -2.644 -5.209 0.700
H18 -0.586 -5.722 2.412
H19 -1.302 -0.389 -2.296
H20 -3.570 0.462 -1.874
H21 -5.538 0.205 0.008
H22 -5.014 0.872 1.559
H23 -6.715 1.848 -1.185
H24 -6.908 4.130 -2.075
H25 -5.232 5.839 -1.475
H26 -3.361 5.247 0.023
H27 -3.171 2.963 0.913
H28 -2.945 0.065 2.327
H29 -0.669 -0.767 1.911

Computed properties:
Kohn-Sham gap: 0.333 Eh
energy above the lowest of the compared OMol25 structures with the same formula, charge and spin: 2.0 kcal/mol
net charge: 0
E_tot: -1512.50357 Ha
SMILES: CC(C)(C)NC(=O)[C@@H](c1cccnc1)N(C(=O)c1ccco1)c1ccc(Cc2ccccc2)cc1
LUMO level: 0.52 eV

=====

This record from the OMol25 dataset describes C29H29NO6 in the gas phase in a non-equilibrium geometry. The level of theory is ωB97M-V/def2-TZVPD.

Geometry (Å):
C1 -2.833 -5.020 -1.458
C2 -3.403 -3.843 -1.288
C3 -3.722 -3.255 0.060
N1 -3.104 -1.949 0.208
C4 -1.841 -1.894 0.676
C5 -1.111 -0.748 0.767
C6 0.223 -0.841 1.354
O1 0.719 -1.886 1.725
C7 0.920 0.491 1.590
C8 0.668 0.926 3.037
O2 2.326 0.303 1.435
C9 2.645 -0.170 0.225
O3 1.801 -0.465 -0.595
C10 4.096 -0.297 0.015
C11 5.020 0.073 0.994
C12 6.367 -0.057 0.754
C13 6.829 -0.558 -0.468
O4 8.177 -0.643 -0.598
C14 8.714 -1.126 -1.806
C15 5.908 -0.927 -1.447
C16 4.556 -0.794 -1.200
C17 0.486 1.644 0.662
O5 1.307 2.502 0.403
C18 -0.894 1.653 0.215
C19 -1.353 2.897 -0.375
C20 -0.873 4.173 -0.202
C21 -1.665 5.017 -1.011
C22 -2.571 4.210 -1.622
O6 -2.397 2.929 -1.245
C23 -1.648 0.496 0.276
C24 -3.006 0.390 -0.170
C25 -3.697 -0.775 -0.213
C26 -5.132 -0.782 -0.651
C27 -6.072 -0.672 0.559
C28 -7.547 -0.796 0.177
C29 -8.040 0.357 -0.690
H1 -2.616 -5.408 -2.438
H2 -2.567 -5.650 -0.625
H3 -3.653 -3.220 -2.136
H4 -3.338 -3.909 0.847
H5 -4.803 -3.169 0.189
H6 -1.396 -2.821 1.009
H7 1.221 1.842 3.231
H8 -0.394 1.102 3.190
H9 1.015 0.147 3.711
H10 4.666 0.462 1.935
H11 7.098 0.223 1.496
H12 9.795 -1.098 -1.680
H13 8.400 -2.157 -2.001
H14 8.432 -0.493 -2.653
H15 6.235 -1.314 -2.399
H16 3.832 -1.075 -1.949
H17 -0.053 4.463 0.419
H18 -1.569 6.078 -1.121
H19 -3.362 4.409 -2.318
H20 -3.505 1.285 -0.498
H21 -5.291 0.078 -1.300
H22 -5.374 -1.677 -1.226
H23 -5.830 -1.452 1.286
H24 -5.903 0.290 1.048
H25 -8.138 -0.825 1.095
H26 -7.709 -1.741 -0.349
H27 -9.112 0.274 -0.848
H28 -7.838 1.309 -0.205
H29 -7.556 0.354 -1.663

Computed properties:
Kohn-Sham gap: 0.259 Eh
energy above the lowest of the compared OMol25 structures with the same formula, charge and spin: 0.0 kcal/mol
net charge: 0
E_tot: -1628.64720 Ha
SMILES: C=CCN1C=C2C(=O)[C@@](C)(OC(=O)c3ccc(OC)cc3)C(=O)C(c3ccco3)=C2C=C1CCCC
LUMO level: 0.24 eV